Here is the molecule C14H17BrN6 from the OMol25 dataset. Energies are from ωB97M-V/def2-TZVPD.

maximum force: 4.40 eV/Å
SMILES: CNC1CN(C2=Nc3ncc(Br)cc3N3C[C@@H](C)N=C23)C1
molar mass: 349.24 g/mol
Kohn-Sham gap: 7.73 eV

```
38
C14H17BrN6 (ωB97M-V/def2-TZVPD)
C -4.72415 1.02160 3.03378
N -5.29821 0.82114 1.67626
C -4.49254 0.39218 0.48340
C -3.59360 -0.85306 0.57356
N -2.47744 0.07024 0.38440
C -1.13560 -0.20677 0.32887
N -0.78562 -1.45993 0.48718
C 0.56066 -1.78254 0.39904
N 0.85007 -3.07687 0.63621
C 2.14217 -3.42288 0.56370
C 3.20084 -2.53626 0.24473
Br 4.98899 -3.22466 0.08970
C 2.90192 -1.20277 0.02050
C 1.56654 -0.83561 0.14862
N 1.18292 0.50788 0.06187
C 2.04150 1.69769 0.07930
C 1.02767 2.83718 -0.12100
C 1.26511 3.49735 -1.48421
N -0.30662 2.16937 -0.03943
C -0.11713 0.85050 0.08727
C -3.25080 1.30262 0.22553
H -3.91853 1.77623 3.01509
H -4.24219 0.10961 3.41225
H -5.49918 1.38193 3.72261
H -6.25381 0.36592 1.72948
H -5.11874 0.39922 -0.45097
H -3.70058 -1.54499 -0.24057
H -3.57630 -1.40012 1.50958
H 2.35528 -4.47760 0.68242
H 3.65436 -0.45242 -0.15924
H 2.48213 1.79821 1.03224
H 2.81146 1.71542 -0.69947
H 1.11112 3.57280 0.71019
H 0.54458 4.28516 -1.63348
H 2.26409 3.88499 -1.57986
H 1.08268 2.77155 -2.26934
H -3.02778 2.05143 1.01081
H -3.28155 1.73398 -0.78006
```